C25H25NOSiYb | ωB97M-V with the def2-TZVPD basis set

- orbital gap (alpha / beta) (eV) = 6.65 / 6.65
- E_LUMO (alpha / beta) (Eh) = 0.10749 / 0.10747

Geometry as ORCA input:
```
! wB97M-V def2-TZVPD RIJCOSX def2/J DEFGRID3
* xyz -1 2
C -3.414 2.090 -3.391
C -4.004 1.064 -2.588
C -3.113 -0.053 -2.574
C -1.975 0.281 -3.369
C -2.160 1.605 -3.874
Yb -1.794 1.976 -1.029
N -0.846 3.465 0.140
C -2.101 3.177 0.994
C -2.986 1.998 0.896
H -3.286 -1.007 -2.082
H -4.981 1.106 -2.110
H -1.140 -0.382 -3.586
H -1.492 2.126 -4.557
H -3.872 3.045 -3.641
H -4.047 2.237 0.780
H -1.692 3.142 2.029
H -0.570 4.431 0.327
H -2.733 1.173 1.560
H -2.769 4.071 0.938
O -0.601 0.487 -0.216
Si 0.583 -0.428 0.330
C 2.246 0.402 0.135
C 2.325 1.788 0.297
C 3.573 2.420 0.237
C 4.727 1.683 -0.066
C 4.633 0.307 -0.296
C 3.393 -0.336 -0.182
C 0.359 -0.793 2.152
C 1.424 -0.674 3.053
C 1.199 -0.804 4.430
C -0.088 -1.071 4.910
C -1.145 -1.232 4.006
C -0.923 -1.093 2.631
C 0.701 -2.043 -0.601
C 1.013 -2.014 -1.965
C 0.965 -3.192 -2.722
C 0.608 -4.402 -2.114
C 0.342 -4.438 -0.741
C 0.405 -3.263 0.019
H 1.411 2.373 0.464
H 3.645 3.494 0.422
H 5.695 2.182 -0.128
H 5.516 -0.273 -0.560
H 3.324 -1.416 -0.343
H 2.430 -0.469 2.680
H 2.032 -0.690 5.123
H -0.267 -1.155 5.983
H -2.149 -1.460 4.368
H -1.755 -1.214 1.931
H 1.301 -1.073 -2.443
H 1.206 -3.157 -3.787
H 0.541 -5.314 -2.710
H 0.082 -5.379 -0.256
H 0.224 -3.296 1.097
*
```